Density functional theory data (the ωB97M-V functional and the def2-TZVPD basis) for 23 unconnected molecules or ions with the total composition C17H63NO24S in a non-equilibrium geometry.

Last column: Löwdin charge in e.
Element x y z (Å)
C (-1.6691, 4.0653, -1.1901)  -0.073
C (-2.2498, 2.9379, -0.3116)  -0.262
O (-2.3153, 1.6937, -1.0061)  -0.146
C (-3.5662, 1.0601, -0.7838)  -0.185
C (-3.5315, -0.4387, -1.0623)  -0.149
O (-3.6387, -1.1591, 0.1847)  -0.160
C (-2.4985, -1.9951, 0.4081)  -0.157
C (-1.2852, -1.1115, 0.6739)  -0.187
C (-1.2351, -0.1055, 1.6111)  -0.011
C (-0.0972, 0.6576, 1.7739)  0.002
C (1.0118, 0.4490, 0.9887)  -0.264
C (0.9363, -0.5661, 0.0479)  -0.411
C (-0.1779, -1.3398, -0.1156)  -0.060
S (2.3912, -0.7847, -0.9640)  1.061
C (2.8577, 0.9336, -1.2216)  -0.409
C (3.3264, 1.4236, -2.4218)  -0.071
C (3.6184, 2.7648, -2.5014)  -0.077
C (3.4489, 3.5981, -1.4180)  -0.086
C (2.9837, 3.1015, -0.2139)  -0.022
C (2.6883, 1.7582, -0.1206)  -0.265
N (2.2056, 1.2270, 1.1397)  0.056
H (-0.8790, 4.6089, -0.6622)  0.069
H (-1.2101, 3.6518, -2.0983)  0.075
H (-2.4196, 4.7961, -1.5065)  0.063
H (-3.2466, 3.2590, 0.0197)  0.096
H (-1.5812, 2.8173, 0.5544)  0.111
H (-3.8190, 1.1824, 0.2839)  0.110
H (-4.3367, 1.5923, -1.3689)  0.132
H (-4.4543, -0.6828, -1.6143)  0.123
H (-2.6862, -0.7661, -1.6782)  0.138
H (-2.3234, -2.7110, -0.4079)  0.107
H (-2.6292, -2.6112, 1.3074)  0.120
H (-2.1120, 0.0945, 2.2258)  0.114
H (-0.0786, 1.4561, 2.5142)  0.108
H (-0.1727, -2.1133, -0.8789)  0.107
H (3.4408, 0.7428, -3.2597)  0.094
H (3.9662, 3.2296, -3.4182)  0.090
H (3.6771, 4.6646, -1.5275)  0.098
H (2.8473, 3.7380, 0.6553)  0.105
H (2.9659, 0.6430, 1.4939)  0.140
O (-0.1436, -4.3444, -0.1280)  -0.056
H (0.6180, -4.3479, 0.4634)  0.045
H (-0.4270, -5.2693, -0.1546)  0.019
O (-4.1186, -3.9257, -2.5010)  -0.050
H (-4.0911, -3.2139, -1.8505)  0.038
H (-3.5651, -4.6192, -2.1104)  0.038
O (-2.9524, 5.7629, 1.0406)  -0.049
H (-3.7728, 6.2177, 0.8252)  0.043
H (-3.2208, 5.0806, 1.6692)  0.023
O (1.1857, 3.9667, 2.9379)  -0.056
H (1.8806, 4.4746, 3.3688)  0.038
H (1.6539, 3.2183, 2.5413)  0.008
O (-2.8748, -5.0455, 1.3656)  -0.050
H (-3.7252, -4.6457, 1.1520)  0.045
H (-3.1024, -5.7466, 1.9872)  0.054
O (0.0690, -6.7581, -1.5867)  -0.057
H (-0.3014, -7.4743, -2.1131)  0.050
H (0.0480, -5.9970, -2.1789)  0.027
O (-4.5955, -0.6351, 3.2600)  -0.049
H (-4.2046, -0.7466, 2.3847)  -0.004
H (-4.2953, 0.2337, 3.5486)  0.014
O (4.2378, 6.9498, -0.5967)  -0.056
H (4.3165, 7.4126, -1.4372)  0.046
H (4.7550, 7.4868, 0.0158)  0.029
O (4.3262, -1.3200, -3.7939)  -0.069
H (4.4073, -2.2591, -3.9953)  0.037
H (3.8041, -1.3041, -2.9831)  -0.049
O (4.2456, 7.2375, 2.4259)  -0.053
H (4.0539, 6.5374, 1.7896)  0.014
H (3.6250, 7.0785, 3.1430)  0.034
O (-1.0075, -4.7022, 4.0569)  -0.051
H (-0.5216, -3.8857, 3.8956)  0.035
H (-1.4452, -4.8771, 3.2178)  -0.001
O (6.1121, 3.6652, 0.7478)  -0.057
H (6.5901, 4.4863, 0.5946)  0.033
H (5.6907, 3.4744, -0.0992)  0.011
O (5.9654, 3.2370, -4.5911)  -0.061
H (5.8700, 2.5349, -5.2424)  0.044
H (6.6983, 2.9414, -4.0369)  0.014
O (-0.0144, 2.3544, 5.5165)  -0.048
H (0.1009, 2.8292, 4.6839)  0.015
H (0.5017, 2.8589, 6.1530)  0.054
O (-4.5077, 2.9644, 2.9418)  -0.050
H (-4.7435, 2.2965, 2.2877)  0.020
H (-5.1437, 2.8335, 3.6533)  0.043
O (-5.1089, -6.5057, -1.1952)  -0.066
H (-5.4752, -7.2169, -1.7327)  0.015
H (-5.1360, -5.7413, -1.7803)  -0.012
O (-2.2393, -5.3289, -3.9276)  -0.061
H (-1.5910, -4.9063, -4.5002)  0.045
H (-3.0014, -4.7303, -3.9491)  0.008
O (-6.1242, -7.1154, -3.9101)  -0.044
H (-5.4862, -6.5571, -4.3681)  0.042
H (-6.9772, -6.8289, -4.2524)  0.049
O (2.0235, -4.7291, 3.2878)  -0.064
H (1.4975, -5.2420, 3.9137)  0.026
H (2.6011, -5.3771, 2.8725)  0.033
O (8.7647, 1.7289, -3.6689)  -0.047
H (9.4587, 2.2514, -3.2542)  0.041
H (9.2315, 0.9825, -4.0574)  0.041
O (3.0511, -4.0554, -2.2467)  -0.064
H (2.8842, -3.3203, -1.6448)  -0.032
H (2.5915, -4.8005, -1.8446)  0.025
O (-2.3494, 1.2333, 6.8223)  -0.073
H (-1.6583, 1.6405, 6.2769)  -0.017
H (-3.0916, 1.8409, 6.7590)  0.021

Results
Charge = 0
Frontier orbital gap = 0.3124 Eh
Lowest unoccupied orbital energy = 0.0031 Eh